Record 1
A molecular structure, C57H53AsN2O7SW. Source: the OMol25 dataset; level of theory: wB97M-V/def2-TZVPD.

* F_max: 1.112 eV Å⁻¹
* HOMO (alpha / beta): -7.6 / -7.6 eV
* gap between HOMO and LUMO (alpha / beta): 6.40 / 6.40 eV
* LUMO energy (alpha / beta): -1.200 / -1.199 eV

Atoms and positions in Å:
W: -0.10258 0.52622 -0.53847
C: 1.63452 1.72908 5.55231
C: 1.72550 0.46352 4.72557
C: 2.31528 -0.70256 5.48715
O: 0.43640 0.08603 4.24318
C: 0.36328 0.18562 2.83540
C: 1.72856 0.74374 2.40440
O: 2.51991 0.71744 3.57222
C: 2.41771 -0.07981 1.27839
O: 1.42841 -0.19656 0.25521
C: 3.58706 0.66326 0.64201
C: 4.29919 1.63812 1.32859
C: 5.35835 2.29116 0.70927
C: 5.70615 1.97795 -0.59428
C: 4.99488 1.00179 -1.28049
C: 3.94346 0.34546 -0.66549
C: 2.84237 -1.46916 1.72477
C: 2.20410 -2.60655 1.25073
C: 2.61716 -3.87406 1.64221
C: 3.68558 -4.01610 2.51083
C: 4.34357 -2.88366 2.97450
C: 3.93064 -1.62122 2.58229
C: -0.86806 1.04800 2.42578
O: -0.72586 1.33972 1.01945
C: -0.90476 2.37539 3.16928
C: -1.39327 2.40951 4.47477
C: -1.44899 3.60233 5.17394
C: -1.02169 4.78225 4.57743
C: -0.54866 4.75581 3.27609
C: -0.49664 3.55879 2.56971
C: -2.18859 0.31362 2.63102
C: -3.32945 0.85352 2.04968
C: -4.55547 0.22724 2.19426
C: -4.65838 -0.93723 2.94347
C: -3.52783 -1.46380 3.54879
C: -2.29457 -0.84253 3.39243
H: 0.92237 1.59814 6.36697
H: 1.31028 2.56339 4.93209
H: 2.61295 1.96013 5.97544
H: 1.74153 -0.87584 6.39785
H: 3.34907 -0.49049 5.76147
H: 2.28734 -1.59823 4.86888
H: 0.21324 -0.81062 2.40986
H: 1.63426 1.77297 2.03617
H: 4.03299 1.89947 2.34386
H: 5.90423 3.05414 1.24938
H: 6.52520 2.49463 -1.07763
H: 5.25238 0.75851 -2.30314
H: 3.38346 -0.40366 -1.21279
H: 1.38776 -2.49900 0.55230
H: 2.10679 -4.74736 1.25449
H: 4.01595 -5.00115 2.81352
H: 5.18961 -2.98399 3.64245
H: 4.46090 -0.74778 2.93436
H: -1.73646 1.49632 4.94236
H: -1.83003 3.61256 6.18724
H: -1.06953 5.71651 5.12199
H: -0.22462 5.67038 2.79551
H: -0.13240 3.54429 1.55092
H: -3.25559 1.76273 1.46858
H: -5.43107 0.65004 1.71822
H: -5.61670 -1.42702 3.06080
H: -3.60074 -2.36356 4.14690
H: -1.42576 -1.26786 3.87614
S: 1.15879 2.69152 -0.57943
C: 0.33840 3.66075 -1.81648
C: 0.08096 5.01226 -1.64742
C: -0.58969 5.70431 -2.65140
C: -0.99475 5.05374 -3.80833
C: -0.72877 3.69781 -3.98027
C: -0.06261 3.00701 -2.98422
As: 0.48157 1.17153 -2.97789
C: -0.69178 0.40640 -4.34110
C: -0.04221 -0.30626 -5.35169
C: -0.75951 -0.89023 -6.38812
C: -2.14124 -0.76964 -6.42533
C: -2.79514 -0.04289 -5.44056
C: -2.07663 0.54936 -4.40950
C: -2.18721 0.71612 -1.20119
C: -3.12820 -0.28149 -1.44070
C: -4.46930 0.00728 -1.64855
C: -4.91089 1.32304 -1.61815
C: -3.99588 2.33653 -1.36944
C: -2.65883 2.03252 -1.14810
H: 0.38307 5.51437 -0.73677
H: -0.80789 6.75616 -2.51898
H: -1.52308 5.59876 -4.57972
H: -1.04512 3.19405 -4.88569
H: 1.03317 -0.42504 -5.32161
H: -0.23744 -1.43766 -7.16299
H: -2.70464 -1.22884 -7.22812
H: -3.87133 0.07420 -5.47429
H: -2.60140 1.13613 -3.67142
H: -2.83102 -1.32150 -1.49991
H: -5.17066 -0.79810 -1.83050
H: -5.95551 1.55622 -1.77988
H: -4.31833 3.37025 -1.33994
H: -1.97693 2.85355 -0.94396
C: -2.09063 -4.64465 -3.88381
C: -1.35735 -3.37227 -3.48545
C: -0.06690 -3.60006 -2.63370
C: 0.95275 -4.46367 -3.37167
C: 2.27678 -4.62331 -2.63601
C: -0.47385 -4.26523 -1.33065
O: -0.42184 -5.44623 -1.11040
N: -0.97509 -3.39348 -0.36003
C: -0.78902 -2.04527 -0.41070
O: -1.15286 -1.29760 0.51547
N: -0.18026 -1.43796 -1.44174
C: 0.47056 -2.18201 -2.42029
O: 1.35088 -1.72652 -3.09978
H: -3.05407 -4.38529 -4.32345
H: -2.27797 -5.29839 -3.03069
H: -1.53458 -5.21898 -4.62395
H: -2.03319 -2.70673 -2.94507
H: -1.03739 -2.82192 -4.37602
H: 1.10975 -4.01990 -4.35618
H: 0.50303 -5.44549 -3.52095
H: 2.73643 -3.66017 -2.41244
H: 2.98064 -5.18681 -3.24895
H: 2.14535 -5.17489 -1.70418
H: -1.30581 -3.78534 0.51171

---

Record 2
A molecular structure, C57H55AsGe2NP2Ti. Source: the OMol25 dataset; level of theory: wB97M-V/def2-TZVPD.

* F_max: 1.390 eV Å⁻¹
* HOMO (alpha / beta): -18.1 / -18.2 eV
* 2S+1: 2
* energy relative to the best compared isomer or geometry (same formula, charge and spin): 0.00 kJ/mol
* charge: +4
* ⟨S²⟩: 0.775
* gap between HOMO and LUMO (alpha / beta): 5.27 / 5.35 eV
* LUMO energy (alpha / beta): -12.876 / -12.802 eV

Atoms and positions in Å:
Ti: -0.12566 -0.24516 -0.64109
N: 0.32153 1.60835 1.70266
P: 0.09599 -0.05222 1.95442
C: -1.03025 -0.13947 3.35262
C: -1.03082 -1.29240 4.14522
C: -1.82787 -1.35238 5.27618
C: -2.61210 -0.26137 5.63131
C: -2.62346 0.87862 4.84033
C: -1.85206 0.93556 3.69021
C: 1.63512 -0.77624 2.52884
C: 2.48200 -0.03550 3.35975
C: 3.55325 -0.65524 3.97932
C: 3.77117 -2.01740 3.79567
C: 2.92895 -2.75948 2.98042
C: 1.86128 -2.13982 2.34347
P: 0.17008 2.15352 0.12486
C: -0.81857 3.65483 0.16368
C: -1.35014 4.11774 1.36763
C: -2.04209 5.31948 1.40630
C: -2.22340 6.05512 0.24508
C: -1.69626 5.59963 -0.95846
C: -0.99396 4.40991 -1.00186
C: 1.79619 2.60349 -0.49576
C: 1.95270 2.95413 -1.84027
C: 3.12309 3.56339 -2.26166
C: 4.13909 3.81666 -1.34875
C: 4.00883 3.42373 -0.02274
C: 2.84288 2.81178 0.40753
H: 0.49978 2.23848 2.48008
H: -0.38500 -2.12929 3.90858
H: -1.81802 -2.23751 5.89707
H: -3.20944 -0.29961 6.53271
H: -3.23354 1.72652 5.12096
H: -1.90235 1.81369 3.06252
H: 2.30074 1.01558 3.55063
H: 4.20659 -0.08487 4.62499
H: 4.59517 -2.50120 4.30314
H: 3.09243 -3.82059 2.85060
H: 1.19522 -2.73886 1.73147
H: -1.22440 3.56835 2.28924
H: -2.42825 5.68632 2.34716
H: -2.76320 6.99181 0.27738
H: -1.82005 6.18654 -1.85822
H: -0.55811 4.09647 -1.94213
H: 1.16248 2.77530 -2.56292
H: 3.23898 3.85540 -3.29665
H: 5.04060 4.31856 -1.67374
H: 4.81077 3.60812 0.67875
H: 2.74898 2.51946 1.44598
C: 6.75614 0.62450 -0.39916
C: 6.10497 -0.11303 0.58327
C: 4.79305 -0.51438 0.39316
C: 4.14958 -0.17178 -0.79786
C: 4.78170 0.59096 -1.77497
C: 6.09958 0.97586 -1.56914
As: 2.37876 -0.80496 -1.07251
C: 1.94854 -0.64538 -2.95223
C: 0.69085 -0.17347 -3.32115
C: 0.29040 -0.09291 -4.64929
C: 1.17975 -0.49790 -5.63412
C: 2.43104 -0.99474 -5.28331
C: 2.81470 -1.08017 -3.95409
C: 2.28181 -2.70543 -0.86606
C: 3.39330 -3.52508 -0.73106
C: 3.21516 -4.90074 -0.63825
C: 1.94069 -5.44699 -0.66933
C: 0.82554 -4.62550 -0.79777
C: 1.00375 -3.25557 -0.90173
H: 7.78493 0.92328 -0.25131
H: 6.62682 -0.38341 1.49105
H: 4.28790 -1.09511 1.15713
H: 4.27135 0.87506 -2.68600
H: 6.61611 1.54769 -2.32839
H: -0.07520 0.21418 -2.61615
H: -0.69125 0.27831 -4.90162
H: 0.90035 -0.43387 -6.67672
H: 3.11373 -1.32026 -6.05673
H: 3.78823 -1.48702 -3.70685
H: 4.39252 -3.10724 -0.70739
H: 4.07681 -5.54833 -0.54666
H: 1.81364 -6.51869 -0.60054
H: -0.16158 -5.06326 -0.82639
H: 0.09817 -2.61863 -1.00791
C: -5.10610 -3.15344 -0.06645
Ge: -3.17067 -3.19956 -0.17009
C: -2.47781 -3.96103 -1.82488
C: -2.20726 -3.71788 1.43493
Ge: -2.85156 -0.54812 -0.30668
C: -3.85831 0.38003 0.98784
C: -4.31098 1.70345 0.80568
C: -5.23157 2.24698 1.67836
C: -5.72910 1.47658 2.72681
C: -5.29090 0.17235 2.92908
C: -4.34520 -0.36473 2.07952
C: -2.63388 0.30273 -2.03111
C: -2.95006 -0.60691 -3.05924
C: -3.24432 -0.14412 -4.33405
C: -3.13743 1.21014 -4.61504
C: -2.75254 2.11257 -3.62359
C: -2.50806 1.66633 -2.33769
H: -5.40926 -4.20305 -0.00541
H: -5.55909 -2.72445 -0.95891
H: -5.46917 -2.63511 0.81679
H: -2.31456 -5.02577 -1.64783
H: -1.54047 -3.52386 -2.16393
H: -3.21219 -3.88600 -2.62591
H: -2.19740 -4.80810 1.49236
H: -2.68545 -3.34153 2.33735
H: -1.17117 -3.37504 1.40699
H: -3.96777 2.29152 -0.03750
H: -5.59388 3.25554 1.53417
H: -6.47184 1.89994 3.39081
H: -5.68766 -0.41157 3.74822
H: -3.98435 -1.37174 2.25803
H: -3.00250 -1.67139 -2.86802
H: -3.53858 -0.83920 -5.10904
H: -3.34947 1.56968 -5.61389
H: -2.68234 3.16715 -3.85663
H: -2.28376 2.38370 -1.56354

---

Record 3
A molecular structure, C57H55Cl3F2N8O7SSiY. Source: the OMol25 dataset; level of theory: wB97M-V/def2-TZVPD.

* F_max: 0.809 eV Å⁻¹
* HOMO: -6.3 eV
* energy relative to the best compared isomer or geometry (same formula, charge and spin): 0.00 kJ/mol
* charge: +1
* gap between HOMO and LUMO: 3.02 eV
* LUMO energy: -3.285 eV

Atoms and positions in Å:
Y: 0.35440 0.46331 -1.24615
F: -2.37358 -2.98987 -6.03347
C: -2.21326 -3.40709 -4.76731
C: -1.26487 -2.82404 -3.99825
C: -1.05893 -3.27302 -2.68092
C: -0.10677 -2.62682 -1.84013
O: 0.57594 -1.62710 -2.21973
C: 0.03849 -3.13805 -0.51979
C: -0.76940 -4.14284 -0.08015
N: -1.72376 -4.69184 -0.84949
C: -2.62615 -5.66688 -0.27049
C: -4.07458 -5.29719 -0.15097
C: -3.21717 -5.37406 1.07680
C: -1.85809 -4.31783 -2.18482
C: -2.80317 -4.92987 -3.00628
C: -3.00783 -4.49603 -4.31532
N: -3.89232 -5.10399 -5.15406
C: -4.71900 -4.34635 -6.09861
C: -6.16374 -4.86237 -6.02027
N: -6.44002 -5.29181 -4.65657
C: -5.73926 -6.52034 -4.30909
C: -4.33873 -6.46399 -4.93981
C: 1.09261 -2.57451 0.36006
O: 2.07759 -3.16165 0.71048
O: 0.85626 -1.29857 0.82117
H: -0.66077 -2.01877 -4.39017
H: -0.69798 -4.53403 0.92612
H: -2.37209 -6.69168 -0.51253
H: -4.80347 -6.07619 -0.32510
H: -4.35490 -4.31536 -0.51234
H: -3.34191 -6.20862 1.75121
H: -2.95314 -4.43725 1.54805
H: -3.43724 -5.70828 -2.61696
H: -4.33677 -4.43853 -7.11919
H: -4.71920 -3.29805 -5.81016
H: -6.33413 -5.66513 -6.75302
H: -6.83209 -4.03957 -6.27288
H: -7.43288 -5.36931 -4.48441
H: -6.28225 -3.87495 -3.10755
H: -6.24606 -7.42569 -4.67176
H: -5.67781 -6.59354 -3.21882
H: -4.36004 -6.95079 -5.91882
H: -3.61051 -7.00433 -4.33810
Cl: 4.61563 -0.28602 -7.09100
C: 3.61576 0.31129 -5.80351
C: 3.83084 -0.13294 -4.51231
C: 3.02030 0.36170 -3.50813
Cl: 3.31078 -0.17504 -1.86432
C: 1.98048 1.28054 -3.72116
O: 1.20922 1.71195 -2.75220
C: 1.81532 1.69342 -5.05655
Cl: 0.54692 2.81562 -5.39917
C: 2.61199 1.22380 -6.08301
H: 4.60936 -0.84786 -4.29121
H: 2.44340 1.56383 -7.09452
C: 0.04129 6.65554 3.62774
C: 0.55766 6.75231 2.19997
N: 0.95396 5.44905 1.66330
C: 0.06239 4.75505 0.91537
C: 0.24635 3.48969 0.46510
C: -0.92093 2.78049 -0.20670
O: -0.98276 1.54208 0.15482
O: -1.63305 3.38253 -0.98138
C: 1.48542 2.82332 0.71893
O: 1.78518 1.67525 0.32449
C: 2.45455 3.58071 1.50946
C: 3.68107 2.98115 1.81069
C: 4.57088 3.63659 2.60730
F: 5.72741 3.03174 2.96369
C: 4.30607 4.91539 3.10935
C: 3.10493 5.51759 2.80066
C: 2.15731 4.86138 1.99853
N: 5.22442 5.61182 3.96186
C: 6.63126 5.61141 3.57576
C: 7.34565 6.72393 4.37691
N: 6.31082 7.46489 5.16710
C: 5.63663 6.56293 6.15806
C: 5.07837 5.34562 5.38721
H: -0.24129 7.64172 3.99551
H: 0.79429 6.23767 4.29711
H: -0.83678 6.01110 3.66911
H: 1.39960 7.44014 2.11629
H: -0.21748 7.13943 1.54128
H: -0.86612 5.26445 0.68769
H: 3.88701 1.98966 1.43051
H: 2.92126 6.50976 3.18656
H: 6.69644 5.80916 2.50737
H: 7.13042 4.66015 3.77156
H: 7.85761 7.43947 3.73771
H: 8.05756 6.32650 5.09764
H: 5.59495 7.78572 4.50918
H: 6.71761 8.27447 5.63423
H: 4.85525 7.14307 6.64452
H: 6.38538 6.28837 6.89802
H: 4.02350 5.21308 5.61672
H: 5.60499 4.43238 5.69062
N: -5.97207 -1.51985 -4.75861
C: -5.42456 -1.70073 -3.44142
S: -6.39434 -2.73220 -2.39266
C: -4.27398 -1.11520 -3.02373
C: -3.72261 -1.27343 -1.68888
C: -2.54442 -0.70519 -1.35485
N: -1.74181 0.02199 -2.19151
C: -2.27600 0.25294 -3.42270
C: -3.46665 -0.23469 -3.85645
H: -6.98166 -1.44563 -4.69690
H: -5.63293 -0.66301 -5.17983
H: -4.28100 -1.81458 -0.93730
H: -2.17888 -0.82734 -0.33377
H: -1.68449 0.88225 -4.08092
H: -3.76995 0.02649 -4.86105
C: 0.87726 -4.50451 5.18023
C: 2.18022 -4.28623 4.75552
C: 2.45995 -3.24867 3.87846
C: 1.44587 -2.40708 3.42512
C: 0.14062 -2.63157 3.87109
C: -0.14579 -3.67825 4.73527
Si: 1.76343 -0.99252 2.26387
C: 1.13709 0.57199 3.06549
C: -0.15040 1.09765 2.96732
C: -0.50775 2.23800 3.67417
C: 0.40879 2.85827 4.51281
C: 1.68647 2.33245 4.64422
C: 2.04344 1.20147 3.92389
H: 0.65846 -5.31779 5.85996
H: 2.97728 -4.93257 5.09874
H: 3.47468 -3.10793 3.52538
H: -0.66435 -1.97756 3.54854
H: -1.16189 -3.84252 5.07058
H: 3.18969 -0.80260 1.94792
H: -0.87833 0.64302 2.31027
H: -1.51038 2.63433 3.57253
H: 0.11863 3.73641 5.07741
H: 2.40281 2.79409 5.31459
H: 3.04911 0.80608 4.03404